No. 1
Here is C4H12CsO2 as an isolated structure at a distorted geometry from OMol25. Energies are from the ωB97M-V functional and the def2-TZVPD basis.

Positions of all 19 atoms, in Å:
Cs: -0.568135 0.122202 -0.223658
C: 0.801301 1.075009 -3.497996
C: 1.478422 -0.145182 -4.113850
O: 2.830365 -0.213068 -3.657296
H: 0.998688 1.195829 -2.431928
H: -0.277992 0.886409 -3.509213
H: 1.063293 1.952622 -4.078056
H: 1.438018 -0.071995 -5.200670
H: 0.951492 -1.065586 -3.828397
H: 3.404690 -0.471407 -4.383375
C: -1.604258 -1.236758 4.343314
C: -1.401741 0.177920 3.858597
O: -0.358263 0.166119 2.879848
H: -1.926078 -1.853807 3.495725
H: -2.336423 -1.295199 5.137913
H: -0.624244 -1.659328 4.577102
H: -1.207149 0.845403 4.701067
H: -2.339071 0.529000 3.402609
H: -0.322915 1.061817 2.528262

Forces on atoms 1 to 3 (eV/Å):
Cs 0.018 -0.245 -0.014
C -0.596 -0.802 -0.149
C 0.359 -0.076 0.479

ΔE to the lowest compared entry with this formula, charge and spin = 21.15 kcal/mol
Charge = +1
Max |F| = 0.0257 Eh/bohr
E_LUMO = -3.702 eV



No. 2
Here is C4H12FO2S2Tl as an isolated structure at a distorted geometry from OMol25. Energies are from the ωB97M-V functional and the def2-TZVPD basis.

Positions of all 22 atoms, in Å:
Tl: -1.686654 4.196820 -5.393227
F: -1.308785 3.536072 -1.611866
C: 0.398837 -0.368420 5.289769
S: -0.088341 -0.543069 3.557371
O: 1.153083 -1.017450 2.777503
C: -0.646879 1.135430 3.063431
H: -0.385469 -0.107008 6.000154
H: 1.271742 0.284184 5.305719
H: 0.841102 -1.299249 5.644793
H: -0.807651 1.369167 2.010995
H: -0.042122 1.849052 3.623005
H: -1.613491 1.427121 3.474150
C: -0.440116 -1.950797 -4.171861
S: 0.939728 -0.653147 -4.165275
O: 0.347676 0.678390 -4.661186
C: 0.991722 -0.461170 -2.338816
H: -1.417169 -1.568630 -3.876216
H: -0.143491 -2.666277 -3.404920
H: -0.540178 -2.527137 -5.091601
H: 1.060502 0.621798 -2.236182
H: 1.906419 -0.954320 -2.009831
H: 0.209537 -0.981359 -1.785910

Forces on atoms 1 to 3 (eV/Å):
Tl 0.049 -0.017 0.302
F 0.077 -0.221 -0.350
C 0.763 -0.377 0.361

ΔE to the lowest compared entry with this formula, charge and spin = 13.83 kcal/mol
Charge = +2
Max |F| = 0.0678 Eh/bohr
E_LUMO = -12.743 eV



No. 3
Here is a 2-piece molecular cluster, C4H12IN2 overall at a distorted geometry from OMol25. Energies are from the ωB97M-V functional and the def2-TZVPD basis.

Positions of all 19 atoms, in Å:
C: -0.633171 1.121729 1.435147
C: 0.641414 0.362838 1.288891
C: 0.659182 -0.794027 0.230243
C: 0.527030 -0.295619 -1.095613
N: -0.047310 -2.071417 -2.087735
N: -0.886457 0.165510 -1.292795
I: 0.122555 -1.944026 -4.101138
H: -0.679703 1.999485 0.749566
H: -1.546619 0.586344 1.279149
H: -0.748531 1.434209 2.469983
H: 1.536732 0.983470 1.158544
H: 0.669861 -0.194222 2.187420
H: 0.098557 -1.731114 0.461336
H: 1.694015 -1.148914 0.395186
H: 1.381556 0.097173 -1.555281
H: 0.536917 -2.744340 -1.484783
H: -1.137654 0.945906 -0.668647
H: -0.959442 0.590996 -2.262412
H: -1.503048 -0.697677 -1.207274

Forces on atoms 1 to 3 (eV/Å):
C -0.426 1.852 -0.335
C -0.543 -1.377 -0.579
C 2.282 -0.716 2.440

ΔE to the lowest compared entry with this formula, charge and spin = 92.63 kcal/mol
Charge = +1
Max |F| = 0.1210 Eh/bohr
E_LUMO (alpha / beta) = -4.384 / -4.384 eV



No. 4
Here is a 3-piece molecular cluster, C4H12IO4 overall at a distorted geometry from OMol25. Energies are from the ωB97M-V functional and the def2-TZVPD basis.

Positions of all 21 atoms, in Å:
I: -0.377212 0.068760 -0.613975
C: -1.822008 5.876678 -3.874910
C: -2.777022 5.434805 -4.945382
O: -2.535610 4.092016 -5.411433
O: -2.443738 5.348914 -2.688733
H: -1.813894 6.965810 -3.917495
H: -0.794383 5.515459 -3.915271
H: -2.895115 6.152660 -5.757064
H: -3.811231 5.420797 -4.601419
H: -2.702254 3.538310 -4.645113
H: -2.185669 4.427783 -2.608110
C: 2.371468 -4.844989 3.761963
C: 3.115358 -5.785834 4.747805
O: 2.508871 -6.979441 4.996001
O: 1.161125 -4.298334 4.287082
H: 2.031537 -5.408919 2.893318
H: 2.925183 -4.026433 3.302112
H: 3.335948 -5.144704 5.601271
H: 4.105226 -6.025840 4.359688
H: 1.646833 -6.745653 5.347900
H: 0.956586 -3.581846 3.681765

Forces on atoms 1 to 3 (eV/Å):
I -0.010 0.030 -0.009
C -1.303 -0.589 0.387
C -0.533 -0.672 -1.410

ΔE to the lowest compared entry with this formula, charge and spin = 43.44 kcal/mol
Charge = -1
Max |F| = 0.0658 Eh/bohr
E_LUMO = 2.654 eV



No. 5
Here is C4H12KO4S as an isolated structure at a distorted geometry from OMol25. Energies are from the ωB97M-V functional and the def2-TZVPD basis.

Positions of all 22 atoms, in Å:
K: 5.033294 -20.736246 -4.466203
C: 0.595593 -21.093301 -4.231615
O: 2.032152 -20.845877 -4.112396
H: 0.484109 -22.140458 -3.950308
H: -0.014605 -20.536932 -3.520119
H: 0.235895 -20.940464 -5.249145
H: 2.372259 -21.146474 -3.266491
O: 7.583215 -20.311306 -3.498186
S: 9.023136 -20.017016 -3.423167
O: 10.037475 -20.908105 -3.961328
O: 9.360531 -18.487264 -3.964141
C: 8.358351 -17.566523 -4.352340
C: 9.306582 -16.387127 -4.539765
C: 9.386411 -19.688565 -1.680835
H: 7.722672 -17.410820 -3.480700
H: 7.966172 -18.011101 -5.267028
H: 10.317296 -16.440117 -4.944430
H: 9.460461 -16.237786 -3.471067
H: 8.729862 -15.505848 -4.820545
H: 10.326264 -19.136748 -1.664361
H: 9.303709 -20.577392 -1.055334
H: 8.534991 -19.021574 -1.545465

Forces on atoms 1 to 3 (eV/Å):
K 0.066 0.036 -0.047
C 0.555 -1.102 0.912
O 0.078 0.689 -0.714

Charge = +1
Max |F| = 0.0828 Eh/bohr
E_LUMO = -3.657 eV



No. 6
Here is a 2-piece molecular cluster, C4H12N2 overall at a distorted geometry from OMol25. Energies are from the ωB97M-V functional and the def2-TZVPD basis.

Positions of all 18 atoms, in Å:
C: 1.197527 -1.556187 0.503177
C: -0.265392 -1.845741 0.868874
N: -1.144557 -1.707177 -0.280135
H: 1.805556 -2.380252 0.895699
H: 1.270036 -1.660023 -0.583624
H: 1.598289 -0.645038 0.924605
H: -0.376828 -2.862489 1.234796
H: -0.539811 -1.181510 1.709431
H: -1.412623 -0.760726 -0.536557
H: -1.980120 -2.244263 -0.063110
C: -0.137163 2.176075 0.419900
C: 0.028885 1.906471 -1.905826
N: -0.751483 1.784675 -0.802592
H: 0.696227 2.904021 0.309203
H: 0.226007 1.324102 1.031166
H: -0.851273 2.764051 1.023112
H: 1.093340 2.130589 -1.867093
H: -0.456613 1.853416 -2.881022

Forces on atoms 1 to 3 (eV/Å):
C -0.102 -1.480 -0.014
C 0.205 1.150 0.267
N -0.594 -0.890 0.001

ΔE to the lowest compared entry with this formula, charge and spin = 22.72 kcal/mol
Charge = -1
Multiplicity = 2
Max |F| = 0.0289 Eh/bohr
E_LUMO (alpha / beta) = 3.923 / 3.889 eV
<S²> = 0.754



No. 7
Here is a 2-piece molecular cluster, C4H12N2 overall at a distorted geometry from OMol25. Energies are from the ωB97M-V functional and the def2-TZVPD basis.

Positions of all 18 atoms, in Å:
C: -3.470035 -2.383665 0.646425
C: -3.730752 -1.059136 -0.064577
N: -2.841071 0.070226 0.196127
H: -4.112210 -3.168500 0.249822
H: -3.709232 -2.352833 1.717713
H: -2.410430 -2.623104 0.568889
H: -4.775716 -0.778696 -0.166357
H: -3.434698 -1.281178 -1.103527
H: -2.922874 0.379225 1.156665
H: -1.850689 -0.104086 0.043997
C: 2.341692 1.429910 -0.149248
C: 3.548210 1.371951 -0.700767
N: 4.761407 1.055102 -0.107086
H: 2.121582 1.277651 0.895549
H: 1.501892 1.737581 -0.754585
H: 3.786510 1.559793 -1.741187
H: 5.448812 0.554252 -0.642734
H: 4.812160 0.727603 0.844488

Forces on atoms 1 to 3 (eV/Å):
C -0.463 0.510 1.073
C 1.618 -0.647 -2.126
N -0.473 0.469 1.052

ΔE to the lowest compared entry with this formula, charge and spin = 31.39 kcal/mol
Max |F| = 0.0535 Eh/bohr
E_LUMO = 1.027 eV
SMILES string = C=CN.CCN



No. 8
Here is one molecule with the formula C4H12N2 at a distorted geometry from OMol25. Energies are from the ωB97M-V functional and the def2-TZVPD basis.

Positions of all 18 atoms, in Å:
C: -1.388404 -0.000238 -1.017092
C: -1.387819 -0.010567 0.501763
C: 0.023833 0.036386 1.130040
C: 2.395996 0.632393 0.682936
N: 1.003664 0.667737 0.303922
N: -0.769871 -1.215366 -1.604940
H: -0.915821 0.866359 -1.459833
H: -2.431915 -0.027380 -1.313405
H: -1.950857 0.786243 0.991637
H: -1.794807 -0.963010 0.846508
H: 0.388400 -0.957687 1.396771
H: -0.069525 0.594237 2.074067
H: 2.539408 0.830392 1.755118
H: 2.860742 -0.344917 0.479055
H: 2.905588 1.421543 0.130787
H: 0.813324 1.343355 -0.407079
H: -1.442286 -1.971861 -1.653974
H: -0.057281 -1.537467 -0.960263

Forces on atoms 1 to 3 (eV/Å):
C -0.538 -1.178 -0.044
C 0.988 -0.201 0.668
C -0.021 0.784 0.077

ΔE to the lowest compared entry with this formula, charge and spin = 23.81 kcal/mol
Max |F| = 0.0252 Eh/bohr
E_LUMO = 1.116 eV
SMILES string = CNCCCN



No. 9
Here is a 2-piece molecular cluster, C4H12N2 overall at a distorted geometry from OMol25. Energies are from the ωB97M-V functional and the def2-TZVPD basis.

Positions of all 18 atoms, in Å:
C: 2.237335 -3.548224 -0.389924
C: 1.160430 -3.507400 -1.270551
N: -0.101025 -2.915094 -1.082059
H: 2.244087 -2.726098 0.366158
H: 2.912487 -4.344423 -0.205422
H: 1.060281 -4.201878 -2.073440
H: 0.108195 -2.144677 -0.408666
H: -0.472905 -2.435244 -1.897991
C: 0.179858 2.235208 0.300607
N: -0.808425 2.317002 1.405073
C: -2.130307 2.818307 0.919543
H: 0.723313 1.300814 0.380588
H: -0.404834 2.356145 -0.633928
H: 0.997458 2.936088 0.379028
H: -0.477134 3.112667 1.967302
H: -1.951490 3.422176 0.037943
H: -2.572811 3.363269 1.771666
H: -2.704512 1.961362 0.434072

Forces on atoms 1 to 3 (eV/Å):
C -3.403 2.362 -0.663
C 1.524 -1.857 1.528
N 1.571 2.608 1.252

ΔE to the lowest compared entry with this formula, charge and spin = 58.80 kcal/mol
Max |F| = 0.0816 Eh/bohr
E_LUMO = 0.849 eV
SMILES string = C=CN.CNC



No. 10
Here is a 2-piece molecular cluster, C4H12N2 overall at a distorted geometry from OMol25. Energies are from the ωB97M-V functional and the def2-TZVPD basis.

Positions of all 18 atoms, in Å:
C: -0.330061 -3.004770 -1.049452
C: 1.103818 -3.377702 -0.679394
N: 1.764842 -2.217686 -0.042878
H: -0.901466 -3.864592 -1.393784
H: -0.814467 -2.551627 -0.183673
H: -0.249216 -2.203980 -1.777690
H: 1.122573 -4.217924 0.015260
H: 1.641356 -3.636474 -1.591839
H: 2.229905 -2.412960 0.837961
H: 2.587874 -2.013039 -0.604415
C: -0.979793 3.718184 -0.158613
C: -0.887191 3.516246 2.088975
N: -1.251545 2.909286 1.022377
H: -0.972757 4.812734 -0.029518
H: -1.882877 3.823762 -0.803755
H: -0.270274 3.280461 -0.845798
H: -0.733333 2.879302 2.960123
H: -1.177387 4.560778 2.236114

Forces on atoms 1 to 3 (eV/Å):
C 0.535 0.263 0.521
C -0.224 0.218 0.590
N 1.072 0.195 -0.463

ΔE to the lowest compared entry with this formula, charge and spin = 59.25 kcal/mol
Max |F| = 0.0822 Eh/bohr
E_LUMO = 1.055 eV
SMILES string = C=NC.CCN



No. 11
Here is a 2-piece molecular cluster, C4H12N2 overall at a distorted geometry from OMol25. Energies are from the ωB97M-V functional and the def2-TZVPD basis.

Positions of all 18 atoms, in Å:
C: 1.711520 -2.716182 0.413751
C: 0.711062 -2.034515 -0.203871
N: 0.856490 -1.013692 -1.104846
H: 2.714179 -2.697660 0.005534
H: 1.582589 -2.986059 1.453905
H: -0.178902 -2.078448 0.420915
H: 1.716655 -0.939544 -1.620929
H: 0.192324 -0.247296 -1.142191
C: 0.182656 1.934416 0.077410
N: -0.967305 1.256071 -0.515298
C: -1.940910 0.876696 0.529278
H: 0.745330 1.331761 0.790987
H: -0.086652 2.834145 0.686961
H: 0.724586 2.400283 -0.748804
H: -1.406545 1.865560 -1.191857
H: -2.335587 1.749187 1.060110
H: -2.786963 0.396758 0.028888
H: -1.434522 0.068527 1.060059

Forces on atoms 1 to 3 (eV/Å):
C -0.238 0.507 -0.903
C 1.455 0.676 2.725
N -0.414 -0.750 -0.954

ΔE to the lowest compared entry with this formula, charge and spin = 46.04 kcal/mol
Max |F| = 0.0615 Eh/bohr
E_LUMO = 0.980 eV
SMILES string = C=CN.CNC



No. 12
Here is one molecule with the formula C4H12N2 from OMol25. Energies are from the ωB97M-V functional and the def2-TZVPD basis.

Positions of all 18 atoms, in Å:
C: 0.026663 -1.822354 0.741603
C: -0.636593 -0.586945 0.080387
C: 0.421311 0.278456 -0.652232
C: -0.229549 1.429231 -1.391272
H: -0.736171 -2.454788 1.249501
H: 0.583344 -2.456458 0.042123
H: 0.690595 -1.466025 1.539419
H: -1.391438 -0.924573 -0.644870
H: -1.914209 -0.288126 1.647888
H: -0.567454 0.644430 1.686176
H: 0.866511 -0.383535 -1.397098
H: -0.967158 1.068306 -2.114362
H: 0.490496 2.025770 -1.973391
H: -0.690423 2.082963 -0.677421
H: 1.821890 1.653943 -0.006093
H: 2.147872 0.141025 0.472438
N: -1.304595 0.267911 1.067714
N: 1.388906 0.790770 0.329488

Forces on atoms 1 to 3 (eV/Å):
C -0.572 0.085 0.339
C 0.311 -0.076 0.400
C -0.399 -0.362 -0.030

ΔE to the lowest compared entry with this formula, charge and spin = 1.02 kcal/mol
Max |F| = 0.0135 Eh/bohr
E_LUMO = 1.094 eV
SMILES string = C[C@@H](N)[C@@H](C)N